1.
The following is a DFT calculation (the ωB97M-V functional and the def2-TZVPD basis) of a cluster of 4 separate species, C3H13O3S in total.

Geometry as XYZ:
```
20
Properties=species:S:1:pos:R:3:forces:R:3:mulliken_charge:R:1
C 1.227147 -1.368124 -0.142458 -1.385 -0.179 0.481 -0.91
C -0.055782 -2.252726 -0.129659 1.673 -0.544 -0.310 -0.39
C -1.261996 -1.658421 -0.811810 0.020 0.707 -0.775 -0.61
S -0.938403 -0.941543 -2.485508 0.143 0.278 -0.005 -0.71
H 2.048279 -1.920124 0.315990 0.175 0.019 -0.207 0.34
H 1.392723 -1.071703 -1.172737 0.360 0.097 -0.013 0.33
H 1.027072 -0.489518 0.474057 0.195 0.266 -0.109 0.10
H -0.244476 -2.515441 0.917490 -0.297 -0.143 -0.038 0.29
H 0.271372 -3.166460 -0.661811 -0.466 0.064 0.208 0.25
H -2.031607 -2.399961 -1.025869 -0.040 -0.097 0.591 0.24
H -1.651936 -0.858866 -0.181715 -0.290 -0.049 0.099 0.22
H -0.244531 1.847050 2.426299 0.159 0.059 0.810 0.45
H 0.431998 1.014006 3.482135 0.344 -0.550 0.284 0.29
O -0.006310 1.851940 3.394266 -0.386 0.238 -0.474 -0.70
H -0.299302 1.422145 -2.114874 -0.142 -0.703 0.199 0.20
H 0.616919 2.581013 -2.461420 0.639 0.410 -0.645 0.27
O 0.116373 2.230349 -1.744014 -0.535 -0.145 0.395 -0.66
H 0.059137 3.150260 1.062364 0.085 0.687 0.657 0.33
H -0.075673 2.225243 -0.041700 -0.598 -0.637 0.319 0.36
O -0.381002 2.320880 0.900976 0.348 0.222 -1.466 -0.68
```
Forces are in eV/Å.

Calculated values
Energy in eV: -20301.0224
Net charge: -1

***

2.
The following is a DFT calculation (the ωB97M-V functional and the def2-TZVPD basis) of a cluster of 4 separate species, C3H13O4S in total.

Geometry as XYZ:
```
21
Properties=species:S:1:pos:R:3:forces:R:3:mulliken_charge:R:1
C -0.352671 -1.185164 -1.327129 1.601 1.456 -1.652 -0.57
O -0.426032 -1.014905 0.006039 -0.951 -0.558 0.148 -0.83
C 1.162683 -0.882260 -1.764973 -1.573 -0.219 -1.507 -0.43
C 1.381692 0.467425 -1.099626 -0.747 1.637 -0.594 -0.36
S 2.932086 1.304636 -1.464862 2.063 -0.420 1.651 -0.33
H -0.921847 -0.393222 -1.999200 0.397 -1.028 1.244 0.21
H -0.634242 -2.148137 -1.749564 -0.301 -0.603 0.189 0.34
H 1.887925 -1.664313 -1.494166 -0.234 0.365 0.671 0.32
H 1.230599 -0.925097 -2.907999 -0.141 0.757 1.267 0.28
H 1.419535 0.366416 -0.015035 0.379 -0.301 -0.111 0.11
H 0.550110 1.253990 -1.151583 0.758 -1.488 -0.564 0.28
H 3.001760 2.095290 -2.510790 -1.131 0.180 -0.961 0.08
H 0.166240 -1.844130 1.319237 0.436 0.646 1.507 0.42
H 1.136205 -1.248231 2.389704 2.244 2.309 0.060 0.25
O 0.482690 -1.872718 2.306523 -2.699 -2.826 -1.422 -0.70
H -2.284001 0.865590 0.912405 -1.260 -0.437 0.108 0.31
H -0.972662 0.280206 0.447779 0.096 0.158 0.187 0.39
O -1.401749 1.163564 0.795937 1.015 0.308 -0.285 -0.78
H -2.310753 1.654333 3.687896 0.952 -0.251 0.280 0.32
H -2.917218 1.944987 2.378358 1.174 0.660 -3.488 0.31
O -3.130347 1.781742 3.241044 -2.077 -0.343 3.272 -0.62
```
Forces are in eV/Å.

Calculated values
Energy in eV: -22347.2296
Net charge: -1

***

Relative energy (zero: lowest compared OMol25 entry of this formula, charge and spin) across the listed records, respectively: 66.6, 132.9 kJ/mol.
LUMO level across the listed records, respectively: 3.450, 3.080 eV.
Orbital gap across the listed records, respectively: 6.3, 7.6 eV.